No. 1
ORCA calculation (ωB97M-V/def2-TZVPD) on a structure of composition C5H10O2.

Output
Strongest force on any atom = 0.42 eV/A
ΔE to the lowest compared entry with this formula, charge and spin = 317.54 kJ/mol
Electronic energy = -346.9045 a.u.
Highest occupied orbital energy = -0.3392 Eh
Orbital gap = 10.231 eV

Geometry as ORCA input:
```
! RIJCOSX wB97M-V def2-TZVPD def2/J DEFGRID3
* xyz 0 1
C 2.28 1.32 0.24
O 1.11 1.64 -0.48
C -0.30 -1.23 -0.97
C 0.30 -1.62 0.17
O -0.72 -1.40 1.05
C -1.52 -0.96 -0.11
C -2.03 0.45 0.06
H 2.10 0.61 1.05
H 3.07 0.91 -0.42
H 2.66 2.25 0.68
H -0.08 -1.22 -2.02
H 0.72 0.81 -0.78
H 1.24 -2.03 0.50
H -2.33 -1.69 -0.25
H -2.54 0.77 -0.86
H -2.75 0.50 0.88
H -1.20 1.13 0.26
*
```

Atom charges from the Löwdin analysis, given in e for atoms 1 to 6: -0.172, -0.135, -0.029, -0.144, -0.032, -0.335



No. 2
ORCA calculation (ωB97M-V/def2-TZVPD) on a cluster of 2 separate species, C5H10O2 in total.

Output
SMILES string = CO[C@H]1C/C1=C/O.[H][H]
Strongest force on any atom = 0.33 eV/A
ΔE to the lowest compared entry with this formula, charge and spin = 421.62 kJ/mol
Electronic energy = -346.8648 a.u.
Highest occupied orbital energy = -0.3258 Eh
Orbital gap = 9.890 eV

Geometry as ORCA input:
```
! RIJCOSX wB97M-V def2-TZVPD def2/J DEFGRID3
* xyz 0 1
C 2.64 0.18 -0.11
O 1.31 0.45 -0.50
C 0.39 -0.29 0.23
C -0.05 0.20 1.62
C -0.92 0.31 0.44
C -1.97 0.87 -0.14
O -2.22 0.85 -1.48
H 2.89 -0.88 -0.25
H 2.80 0.44 0.95
H 3.29 0.79 -0.74
H 0.48 -1.38 0.10
H -0.25 -0.55 2.38
H 0.41 1.11 1.98
H -2.74 1.40 0.41
H -1.45 0.47 -1.92
H -2.14 -2.32 -1.49
H -2.47 -1.65 -1.49
*
```

Atom charges from the Löwdin analysis, given in e for atoms 1 to 6: -0.103, -0.138, -0.309, -0.030, -0.180, -0.154



No. 3
ORCA calculation (ωB97M-V/def2-TZVPD) on an isolated molecule of C5H10O2.

Output
Strongest force on any atom = 2.92 eV/A
ΔE to the lowest compared entry with this formula, charge and spin = 474.34 kJ/mol
Electronic energy = -346.8448 a.u.
Highest occupied orbital energy (spin up / spin down) = -0.2389 / -0.2881 Eh
Orbital gap (spin up / spin down) = 6.920 / 8.740 eV

Geometry as ORCA input:
```
! RIJCOSX wB97M-V def2-TZVPD def2/J DEFGRID3
* xyz 0 1
C 1.14 2.12 -0.89
C 0.69 0.72 -0.59
C -0.07 0.44 0.59
O -1.50 0.59 0.45
C 0.14 -1.16 0.95
C -0.46 -1.89 -0.13
O -1.76 -2.20 -0.05
H 2.03 2.16 -1.54
H 1.38 2.66 0.04
H 0.36 2.72 -1.39
H 0.92 -0.07 -1.29
H 0.23 1.07 1.45
H -1.92 0.33 1.28
H 1.20 -1.36 1.08
H -0.39 -1.32 1.90
H 0.11 -2.33 -0.94
H -2.09 -2.49 -0.91
*
```

Atom charges from the Löwdin analysis, given in e for atoms 1 to 6: -0.104, -0.098, -0.390, -0.050, -0.133, -0.240